Below is a molecular structure, C32H51BrCdN8O2S4, with properties calculated with ωB97M-V with the def2-TZVPD basis set.

As for the multiplicity: 1. The value obtained for the maximum force is 0.88 eV/Å. The calculated total energy is -167965.05869 eV. Its net charge is +2. The HOMO-LUMO gap is 8.43 eV. The calculation puts the energy above the lowest of the compared OMol25 structures with the same formula, charge and spin at 0.0 kJ/mol.

CARTESIAN COORDINATES (ANGSTROEM)
Cd  -0.7885  -0.6168  -0.9037
C  -2.0140  3.2506  -0.5997
C  -1.7206  3.3659  -2.1005
S  -0.6375  2.0103  -2.6962
C  -1.4999  1.4611  -4.1949
C  -2.9654  1.0790  -4.0402
S  -3.2920  -0.2470  -2.8182
C  -4.6396  0.5620  -1.9048
C  -4.3095  1.8184  -1.0774
S  -2.8224  1.7231  -0.0199
H  -2.6022  4.1016  -0.2968
H  -1.0810  3.2785  -0.0245
H  -1.2154  4.3137  -2.3060
H  -2.5995  3.3762  -2.7329
H  -0.9072  0.6079  -4.5238
H  -1.4042  2.2420  -4.9613
H  -3.3702  0.7214  -4.9853
H  -3.5620  1.9175  -3.7512
H  -5.0593  -0.2318  -1.2885
H  -5.4109  0.7717  -2.6371
H  -5.1609  2.0363  -0.4281
H  -4.2005  2.6876  -1.7109
C  4.1911  0.6792  -3.8541
C  2.9942  -0.2152  -3.7499
C  2.8606  -1.3450  -4.5420
C  1.7436  -2.1598  -4.4055
C  0.7976  -1.7661  -3.4593
Br  -0.8308  -2.7474  -3.3206
N  0.9072  -0.7211  -2.6549
C  2.0094  0.0395  -2.8191
H  4.8573  0.3203  -4.6259
H  4.7455  0.6623  -2.9157
H  3.8892  1.7042  -4.0560
H  3.6025  -1.5915  -5.2827
H  1.5711  -3.0101  -5.0445
H  2.0743  0.8790  -2.1388
C  2.8002  -0.0629  4.6965
C  1.8715  -0.6403  3.6286
C  0.6945  0.2650  3.2983
N  1.1523  1.5622  2.7933
C  1.4590  1.8310  1.5443
S  1.2467  0.7382  0.2380
N  2.0668  3.0302  1.2630
C  2.5804  3.9875  2.1854
O  2.5211  3.8162  3.3796
C  3.2071  5.1861  1.5659
C  4.1453  5.8922  2.3205
C  4.7515  7.0390  1.8084
C  4.4129  7.4818  0.5267
C  3.4722  6.7828  -0.2186
C  2.8734  5.6327  0.2879
H  3.6423  -0.7281  4.8621
H  2.3026  0.1033  5.6370
H  3.2069  0.9108  4.3850
H  1.4815  -1.6150  3.9724
H  2.4464  -0.8470  2.7171
H  0.0922  0.4381  4.1921
H  0.0298  -0.2154  2.5619
H  1.4023  2.2906  3.4717
H  2.2531  3.1680  0.2927
H  4.4156  5.5481  3.3049
H  5.4979  7.5753  2.3766
H  4.8874  8.3601  0.1195
H  3.2193  7.1344  -1.2043
H  2.1167  5.1440  -0.3029
C  1.4718  -5.9097  0.8297
N  1.5270  -4.4742  0.5994
C  2.3365  -3.6875  1.5268
C  0.8410  -3.8897  -0.3778
O  0.7231  -2.6639  -0.4905
H  2.4532  -6.3633  0.7142
H  0.7856  -6.3470  0.1006
H  1.0830  -6.1019  1.8320
H  3.3042  -4.1670  1.6286
H  1.8691  -3.6657  2.5185
H  2.4692  -2.6771  1.1572
H  0.3573  -4.5641  -1.0923
C  -2.6840  -3.2478  -0.3257
N  -3.5341  -4.1677  0.3900
C  -4.7322  -3.4307  0.8284
N  -4.3776  -2.2996  1.6913
C  -3.4967  -1.4039  0.9848
N  -2.2509  -2.0659  0.5013
C  -1.5929  -2.5917  1.7388
N  -2.4498  -3.4991  2.4673
C  -2.8313  -4.6224  1.5915
C  -3.6703  -2.8093  2.8731
H  -3.2107  -2.8339  -1.1830
H  -1.7903  -3.7656  -0.6641
H  -5.3790  -4.0929  1.3916
H  -5.2842  -3.0481  -0.0337
H  -3.2150  -0.5893  1.6433
H  -3.9999  -0.9918  0.1038
H  -1.3322  -1.7570  2.3692
H  -0.6888  -3.1021  1.4601
H  -3.4434  -5.3151  2.1604
H  -1.9065  -5.1123  1.2992
H  -3.4463  -1.9782  3.5414
H  -4.3045  -3.5310  3.3916